Entry 1:
{"formula": "CH16Na4O11", "method": "ωB97M-V with the def2-TZVPD basis set", "species": ["Na", "Na", "Na", "Na", "C", "O", "O", "O", "O", "H", "H", "O", "H", "H", "O", "H", "H", "O", "H", "H", "O", "H", "H", "O", "H", "H", "O", "H", "H", "O", "H", "H"], "positions_angstrom": [[0.203, 0.484, 3.889], [-0.880, 3.417, -0.159], [2.292, 2.517, 1.779], [3.411, -0.312, 1.815], [0.297, 0.444, 0.310], [0.460, 1.412, -0.433], [1.017, 0.310, 1.292], [-0.529, -0.450, 0.023], [-2.752, 2.172, -0.915], [-2.309, 1.327, -0.836], [-3.604, 1.961, -1.296], [-2.384, 0.300, 2.144], [-2.695, -0.559, 2.430], [-1.791, 0.111, 1.417], [1.081, -2.803, 0.125], [1.774, -2.406, -0.402], [0.392, -2.140, 0.156], [0.235, -1.537, -2.438], [-0.120, -1.504, -1.550], [0.328, -0.620, -2.694], [2.921, 1.148, -1.596], [1.991, 1.329, -1.458], [3.331, 1.340, -0.753], [-2.965, -1.751, -0.298], [-2.095, -1.367, -0.182], [-3.525, -1.010, -0.531], [0.443, 1.066, -3.138], [0.297, 1.292, -2.219], [1.331, 1.370, -3.322], [0.964, -1.914, 3.164], [1.828, -2.318, 3.247], [1.052, -1.309, 2.428]], "atomic_forces_ev_per_a": [[-0.912, -0.881, 0.307], [-0.828, 0.092, -0.773], [-0.182, 0.584, -0.527], [0.216, -1.168, -0.464], [0.090, 0.285, -1.997], [-0.762, 2.960, -0.950], [3.219, -0.179, 5.310], [-1.785, -1.315, -0.224], [0.898, 0.207, 0.514], [-0.010, -0.438, -0.234], [-0.505, 0.292, -0.246], [0.775, 0.706, 0.456], [-0.445, -0.445, 0.165], [-0.173, -0.345, -0.282], [0.439, 0.087, 0.886], [0.150, -0.195, -0.750], [-0.243, -0.175, 0.000], [-0.072, -0.532, 0.746], [-0.238, -0.569, -0.043], [0.295, 0.894, -1.190], [0.439, -0.233, 0.109], [-0.190, -0.049, 0.112], [0.464, 0.230, -0.114], [0.120, -0.392, 0.151], [0.406, -0.052, -0.081], [-0.738, 0.244, -0.175], [-0.313, -0.025, -0.091], [-0.363, 0.254, 0.082], [0.431, 0.039, -0.645], [0.064, 1.332, 0.741], [0.095, -0.893, 0.268], [-0.337, -0.319, -1.059]], "multiplicity": 2, "charge": 3, "s_squared": 0.76}

---

Entry 2:
{"formula": "CH16O7", "method": "ωB97M-V with the def2-TZVPD basis set", "species": ["C", "O", "H", "H", "H", "H", "H", "H", "O", "H", "H", "O", "H", "H", "O", "H", "H", "O", "H", "H", "O", "H", "H", "O"], "positions_angstrom": [[1.355, 2.037, 1.329], [-1.556, 2.332, 0.781], [2.386, 2.273, 1.076], [1.215, 0.982, 1.113], [1.189, 2.187, 2.384], [0.656, 2.669, 0.788], [1.588, -0.992, 0.923], [1.365, -1.522, 2.333], [2.006, -1.049, 1.794], [0.818, -1.132, -1.701], [2.370, -1.418, -1.220], [1.575, -0.924, -0.971], [-2.465, -0.198, 1.268], [-1.472, 1.303, 0.964], [-1.556, -0.051, 0.950], [-1.086, 0.283, -2.062], [-0.314, -0.751, -3.289], [-0.200, -1.261, -2.476], [-2.193, 2.536, 0.081], [-1.343, 1.263, -0.775], [-1.260, 1.163, -1.728], [-0.212, -2.236, -0.483], [-0.965, -1.561, 0.634], [-0.416, -2.345, 0.451]], "atomic_forces_ev_per_a": [[0.353, -0.061, -0.097], [-0.207, 0.054, 0.073], [0.010, 0.177, 0.044], [-0.284, 0.141, -0.134], [0.053, 0.065, 0.400], [0.050, -0.098, -0.214], [-0.036, -0.022, -0.061], [-0.007, -0.163, -0.031], [0.193, -0.002, 0.157], [0.242, 0.249, 0.196], [0.012, 0.051, -0.004], [0.054, -0.059, -0.090], [0.133, -0.166, 0.047], [0.051, 0.533, 0.089], [-0.263, -0.140, -0.100], [0.087, -0.709, 0.984], [0.437, -0.182, -0.227], [-0.639, -0.032, -0.102], [-0.130, -0.063, 0.308], [0.620, -0.836, -0.162], [-0.454, 1.356, -1.029], [0.110, -0.153, -0.212], [-0.607, 0.462, 0.173], [0.221, -0.402, -0.008]], "charge": 0}

---

Entry 3:
{"formula": "CH16O7", "method": "ωB97M-V with the def2-TZVPD basis set", "species": ["C", "O", "H", "H", "H", "H", "H", "H", "O", "H", "H", "O", "H", "H", "O", "H", "H", "O", "H", "H", "O", "H", "H", "O"], "positions_angstrom": [[0.470, -1.193, -2.079], [-0.042, -0.400, -1.047], [1.197, -0.673, -2.717], [-0.333, -1.561, -2.720], [0.979, -2.102, -1.719], [0.309, -0.677, -0.067], [1.960, 0.450, 1.541], [2.987, 1.271, 0.792], [2.632, 1.138, 1.677], [-0.016, -0.738, 1.806], [0.945, -1.930, 1.076], [0.773, -0.987, 1.160], [0.108, 2.094, -3.080], [-0.097, 1.219, -1.848], [-0.158, 2.143, -2.159], [-2.008, -0.556, 2.011], [-0.971, 0.538, 2.565], [-1.209, -0.419, 2.540], [-1.555, -0.927, -0.087], [-2.957, -1.304, -0.455], [-2.381, -1.273, 0.315], [-0.845, 1.600, 0.536], [0.512, 2.256, 0.741], [-0.301, 2.031, 1.217]], "atomic_forces_ev_per_a": [[0.274, -0.952, -0.299], [-0.194, 0.162, 0.845], [-0.118, 0.188, 0.183], [-0.098, 0.137, -0.079], [-0.038, 0.231, 0.145], [0.144, 0.535, -1.621], [0.203, -0.005, 0.136], [0.137, 0.044, 0.103], [-0.112, 0.026, -0.311], [0.313, -1.105, -0.363], [-0.158, -0.070, 0.594], [0.185, 0.182, 0.445], [0.001, 0.170, -0.113], [-0.075, 0.160, 0.183], [0.071, -0.230, 0.033], [-0.079, 0.131, -0.263], [-0.647, -0.480, -0.057], [0.630, 0.949, 0.783], [-0.246, -0.195, -0.084], [-0.317, -0.067, 0.146], [0.312, 0.220, -0.410], [0.179, 0.421, 0.109], [-0.043, 0.015, 0.273], [-0.323, -0.467, -0.378]], "charge": 0, "smiles": "CO.O.O.O.O.O.O"}

---

Entry 4:
{"formula": "CH19LiO9", "method": "ωB97M-V with the def2-TZVPD basis set", "species": ["Li", "C", "O", "H", "H", "H", "O", "H", "H", "O", "H", "H", "O", "H", "H", "O", "H", "H", "O", "H", "H", "O", "H", "H", "O", "H", "H", "O", "H", "H"], "positions_angstrom": [[-1.402, 1.292, -0.422], [-0.024, -0.604, -0.444], [0.485, 0.659, -0.446], [-0.154, -1.046, 0.464], [0.689, -1.256, -0.791], [-0.937, -0.539, -0.831], [1.719, 3.162, -0.054], [2.534, 3.341, 0.371], [1.620, 2.230, -0.175], [2.679, 0.316, 1.063], [1.883, 0.183, 0.597], [3.413, -0.218, 0.604], [1.239, 1.227, -2.904], [1.229, 1.077, -1.930], [1.235, 2.253, -3.086], [-3.200, 0.950, -1.319], [-3.577, 1.767, -1.833], [-3.378, 0.082, -1.827], [1.171, -3.988, 0.119], [0.822, -3.108, 0.151], [0.968, -4.026, 1.061], [-3.471, -2.018, -1.455], [-3.452, -3.061, -1.507], [-3.516, -1.652, -0.533], [-1.202, 1.323, 1.940], [-1.070, 2.160, 2.076], [-0.426, 0.791, 2.353], [0.983, -0.216, 3.014], [1.737, 0.075, 2.384], [1.409, -1.147, 3.350]], "atomic_forces_ev_per_a": [[0.843, -0.149, 0.508], [2.600, 1.773, 0.609], [0.390, 1.865, 0.816], [-0.760, -0.785, 3.841], [1.202, -2.071, -2.526], [-3.982, -1.275, -2.696], [-1.275, 1.402, -0.600], [1.144, -0.076, 0.571], [-0.067, -1.275, 0.120], [4.329, -0.951, 0.528], [-2.216, 0.168, -2.101], [-1.881, 1.222, 1.073], [0.185, 2.971, -1.182], [-0.508, 0.239, -0.108], [0.123, -3.229, 0.944], [-0.867, 0.712, -1.878], [0.890, -2.768, 1.170], [0.287, 2.017, 0.720], [-0.287, 0.063, 1.141], [-0.226, 1.570, -1.698], [0.497, -1.636, 0.576], [-0.023, -1.800, 0.374], [-0.046, 3.455, 0.798], [0.045, -1.449, -1.049], [-0.179, -8.550, -0.871], [1.471, 7.444, 1.471], [-1.553, 1.087, -0.907], [2.815, -3.053, 0.375], [-1.067, -0.420, 1.093], [-1.883, 3.498, -1.111]], "charge": 0}

---

Summary of energy above the lowest of the compared OMol25 structures with the same formula, charge and spin in eV
0.000, 9.985, 0.410, 0.982
(order as listed above)
Summary of total energy in Eh
-1523.525258, -574.010933, -574.362815, -734.130541
(order as listed above)